# 1
The following is a DFT calculation (wB97M-V/def2-TZVPD) of a cluster of 3 separate species, C4H14NO3 in total in a non-equilibrium geometry.

Geometry as XYZ:
```
22
C4H14NO3 | OMol25 | wB97M-V/def2-TZVPD
C -0.79 -2.50 0.10
C 0.41 -1.46 0.28
C 0.11 -0.30 1.20
C 1.37 0.64 1.48
O 1.17 1.90 0.95
N 0.82 -1.17 -1.11
H -1.61 -2.13 0.75
H -0.47 -3.49 0.39
H -1.31 -2.44 -0.84
H 1.16 -2.17 0.65
H -0.48 -0.57 2.09
H -0.65 0.24 0.62
H 2.25 0.18 1.03
H 1.45 0.73 2.59
H 1.80 -1.42 -1.22
H 0.70 -0.20 -1.38
H -1.61 2.35 -1.14
H -2.66 2.77 -2.15
O -2.61 2.47 -1.25
H 0.36 1.96 -0.20
H 0.66 2.49 -1.65
O -0.07 2.12 -1.18
```

multiplicity	1
total charge	-1
frontier orbital gap	0.286	hartree
LUMO	4.023	eV
ΔE to the lowest compared entry with this formula, charge and spin	114.8	kJ/mol

---

# 2
The following is a DFT calculation (wB97M-V/def2-TZVPD) of the ion C2H3O2 with charge -1 in a non-equilibrium geometry.

Geometry as XYZ:
```
7
C2H3O2 | OMol25 | wB97M-V/def2-TZVPD
O -0.33 1.17 1.40
O 1.62 0.17 0.85
C 0.39 0.41 0.67
C -0.30 -0.29 -0.52
H 0.41 -0.95 -1.03
H -1.09 -0.98 -0.16
H -0.69 0.49 -1.21
```

multiplicity	1
total charge	-1
frontier orbital gap	0.304	hartree
LUMO	4.748	eV
ΔE to the lowest compared entry with this formula, charge and spin	7.4	kJ/mol
structure (SMILES)	CC(=O)[O-]

---

# 3
The following is a DFT calculation (wB97M-V/def2-TZVPD) of the molecule C10H10F2O in a non-equilibrium geometry.

Geometry as XYZ:
```
23
C10H10F2O | OMol25 | wB97M-V/def2-TZVPD
C -2.82 -1.00 0.01
C -2.78 0.38 0.05
C -1.64 -1.79 0.03
C -1.54 1.01 0.13
C -0.47 -1.08 0.17
C -0.36 0.31 0.13
C 0.93 -1.74 0.34
C 1.02 0.83 0.16
C 1.90 -0.61 -0.08
C 1.17 1.77 -0.98
O 1.34 1.44 1.40
F 2.43 -0.62 -1.31
F 3.04 -0.47 0.74
H -3.87 -1.34 -0.08
H -3.78 0.78 0.03
H -1.48 -2.90 0.13
H -1.63 2.03 0.22
H 1.25 -2.07 1.45
H 1.15 -2.56 -0.20
H 2.31 1.89 -1.06
H 0.73 2.65 -0.80
H 0.87 1.48 -1.99
H 2.23 1.63 1.51
```

multiplicity	1
frontier orbital gap	0.380	hartree
LUMO	0.871	eV
ΔE to the lowest compared entry with this formula, charge and spin	0.0	kJ/mol
structure (SMILES)	C[C@@]1(O)c2ccccc2CC1(F)F

---

# 4
The following is a DFT calculation (wB97M-V/def2-TZVPD) of a cluster of 7 separate species, C21H47NO10S6 in total in a non-equilibrium geometry.

Geometry as XYZ:
```
85
C21H47NO10S6 | OMol25 | wB97M-V/def2-TZVPD
C -2.46 2.74 -1.45
C -2.61 2.55 -2.95
O -2.99 1.21 -3.23
C -1.37 2.91 -3.74
O -0.20 2.24 -3.25
C 0.53 2.90 -2.37
O 0.42 4.05 -2.07
O 1.53 2.15 -1.87
C 1.40 0.75 -2.00
C 2.08 0.10 -3.02
C 1.91 -1.28 -3.10
C 1.09 -1.89 -2.17
N 0.46 -1.26 -1.18
C 0.63 0.06 -1.09
H -3.35 2.34 -0.97
H -2.35 3.78 -1.16
H -1.62 2.18 -1.05
H -3.40 3.19 -3.34
H -2.59 0.63 -2.57
H -1.24 3.97 -3.84
H -1.53 2.52 -4.74
H 2.69 0.65 -3.72
H 2.41 -1.85 -3.87
H 0.95 -2.96 -2.24
H 0.14 0.57 -0.27
C -2.62 7.14 -6.36
S -2.78 6.04 -4.95
O -3.73 4.97 -5.34
C -3.68 7.20 -3.91
H -2.11 6.59 -7.15
H -3.60 7.45 -6.70
H -2.02 8.00 -6.08
H -4.59 7.50 -4.42
H -3.04 8.06 -3.70
H -3.92 6.69 -2.98
C 1.48 -1.49 4.12
S 1.21 -1.07 2.40
O 0.87 0.38 2.34
C -0.33 -1.98 2.23
H 2.39 -0.99 4.45
H 0.63 -1.15 4.71
H 1.60 -2.57 4.20
H -1.05 -1.60 2.95
H -0.13 -3.04 2.39
H -0.69 -1.83 1.21
C 4.98 -4.31 -0.32
S 4.23 -3.87 -1.89
O 3.12 -4.84 -2.14
C 5.61 -4.39 -2.91
H 4.25 -4.10 0.46
H 5.23 -5.37 -0.32
H 5.87 -3.70 -0.16
H 5.82 -5.45 -2.74
H 6.49 -3.78 -2.67
H 5.34 -4.24 -3.95
C 5.46 1.72 2.17
S 5.55 0.63 3.60
O 4.85 -0.62 3.23
C 4.40 1.58 4.62
H 6.07 1.28 1.39
H 4.42 1.79 1.84
H 5.84 2.70 2.44
H 3.45 1.66 4.10
H 4.82 2.57 4.81
H 4.28 1.04 5.56
C -5.42 0.15 2.40
S -4.81 -0.80 1.00
O -3.93 0.11 0.21
C -6.38 -0.88 0.13
H -4.57 0.36 3.05
H -5.84 1.09 2.04
H -6.16 -0.43 2.94
H -6.74 0.13 -0.07
H -7.10 -1.43 0.74
H -6.21 -1.40 -0.81
C -0.52 -4.97 6.58
S 0.22 -5.76 5.14
O 1.03 -4.71 4.45
C -1.31 -5.93 4.22
H 0.29 -4.74 7.28
H -1.02 -4.06 6.28
H -1.22 -5.66 7.05
H -1.76 -4.94 4.08
H -1.99 -6.59 4.75
H -1.06 -6.36 3.25
```

multiplicity	1
frontier orbital gap	0.312	hartree
LUMO	0.418	eV

---

# 5
The following is a DFT calculation (wB97M-V/def2-TZVPD) of a cluster of 2 separate species, C5H9NO in total in a non-equilibrium geometry.

Geometry as XYZ:
```
16
C5H9NO | OMol25 | wB97M-V/def2-TZVPD
C 0.53 0.92 0.48
C 0.70 -0.57 -0.07
C -0.50 1.25 1.48
C 1.30 -0.90 -1.41
O 1.60 0.12 0.81
C -2.28 -0.55 -0.46
N -3.30 -1.04 -0.31
H 0.73 1.66 -0.29
H 0.30 -1.42 0.48
H -1.08 -0.42 -0.59
H -1.48 1.15 0.95
H -0.37 2.26 1.86
H -0.53 0.53 2.30
H 2.08 -1.66 -1.29
H 0.54 -1.32 -2.06
H 1.74 -0.02 -1.87
```

multiplicity	1
frontier orbital gap	0.421	hartree
LUMO	0.890	eV
ΔE to the lowest compared entry with this formula, charge and spin	335.0	kJ/mol
structure (SMILES)	C[C@H]1O[C@@H]1C.C#N

---

# 6
The following is a DFT calculation (wB97M-V/def2-TZVPD) of a cluster of 2 separate species, C6H13N in total.

Geometry as XYZ:
```
20
C6H13N | OMol25 | wB97M-V/def2-TZVPD
C -1.46 1.68 0.22
C -1.16 0.24 0.48
N -1.37 -0.66 -0.39
C -1.34 -2.03 0.07
C 1.49 0.62 -0.04
C 1.85 -0.82 0.16
C 1.49 1.30 -1.18
H -2.46 1.87 0.63
H -0.77 2.37 0.73
H -1.47 1.88 -0.85
H -0.86 -0.02 1.51
H -0.49 -2.58 -0.35
H -1.32 -2.12 1.16
H -2.25 -2.51 -0.30
H 2.93 -0.95 0.18
H 1.46 -1.20 1.11
H 1.45 -1.42 -0.65
H 1.20 2.34 -1.25
H 1.79 0.81 -2.09
H 1.28 1.21 0.84
```

multiplicity	1
frontier orbital gap	0.385	hartree
LUMO	1.153	eV
ΔE to the lowest compared entry with this formula, charge and spin	148.3	kJ/mol
structure (SMILES)	C/C=N/C.C=CC

---

# 7
The following is a DFT calculation (wB97M-V/def2-TZVPD) of a cluster of 2 separate species, CH2Br2S in total in a non-equilibrium geometry.

Geometry as XYZ:
```
6
CH2Br2S | OMol25 | wB97M-V/def2-TZVPD
C -0.57 -0.15 -0.27
S 0.88 0.33 0.53
Br -2.01 1.31 0.08
Br -1.33 -1.92 0.08
H -0.11 0.04 -1.67
H 0.58 0.42 1.74
```

multiplicity	1
frontier orbital gap	0.340	hartree
LUMO	-0.418	eV
ΔE to the lowest compared entry with this formula, charge and spin	151.8	kJ/mol

---

# 8
The following is a DFT calculation (wB97M-V/def2-TZVPD) of the ion C6H18N6 with charge +2 in a non-equilibrium geometry.

Geometry as XYZ:
```
30
C6H18N6 | OMol25 | wB97M-V/def2-TZVPD
C -1.50 -0.73 0.27
C -0.86 -1.85 0.04
C -1.07 0.63 0.50
C 2.47 -1.09 1.02
C 0.31 2.57 0.08
C 1.77 -0.22 -1.62
N 1.24 -0.39 0.85
N -0.01 1.17 -0.30
N -0.92 -3.16 -0.22
N -2.19 1.54 0.19
N 1.30 0.43 -0.30
N -2.94 -0.89 0.38
H -0.76 0.72 1.65
H 3.15 -0.39 1.70
H 2.16 -1.86 1.79
H 3.11 -1.41 0.26
H 0.60 2.65 1.14
H 1.24 2.95 -0.42
H -0.51 3.24 -0.11
H 1.37 -1.18 -1.71
H 1.37 0.41 -2.33
H 2.93 -0.22 -1.53
H -0.70 -3.84 0.58
H -0.67 -3.43 -1.19
H -2.65 1.97 0.99
H -2.07 2.15 -0.61
H 1.96 1.13 -0.12
H -3.24 -1.15 1.30
H -3.28 -1.51 -0.35
H -2.95 0.73 0.05
```

multiplicity	1
total charge	+2
frontier orbital gap (spin up / spin down)	0.315 / 0.234	hartree
LUMO (spin up / spin down)	-7.323 / -8.153	eV
ΔE to the lowest compared entry with this formula, charge and spin	440.6	kJ/mol

---

# 9
The following is a DFT calculation (wB97M-V/def2-TZVPD) of a structure of composition C6H16N2 in a non-equilibrium geometry.

Geometry as XYZ:
```
24
C6H16N2 | OMol25 | wB97M-V/def2-TZVPD
C -0.24 1.02 0.41
N 1.37 -0.67 2.74
C -1.22 0.10 1.18
C 0.31 -1.37 2.82
C 1.05 0.32 -0.18
C 0.99 0.09 -1.69
C -0.52 -0.24 -2.21
N -0.78 0.79 -3.39
H 0.25 1.58 1.21
H -0.55 1.75 -0.36
H -0.46 -0.55 1.74
H -1.86 -0.34 0.41
H -1.90 0.68 1.79
H 1.67 -0.22 3.61
H -0.43 -1.26 3.62
H 0.51 -2.39 2.48
H 1.78 1.09 0.05
H 1.26 -0.65 0.25
H 1.21 1.06 -2.14
H 1.55 -0.69 -2.20
H -0.27 -1.11 -2.86
H -1.11 -0.69 -1.41
H -1.78 0.71 -3.66
H -0.83 0.99 -2.19
```

multiplicity	2
total charge	+1
frontier orbital gap (spin up / spin down)	0.295 / 0.126	hartree
expectation value of S²	0.756
LUMO (spin up / spin down)	-4.242 / -8.837	eV
ΔE to the lowest compared entry with this formula, charge and spin	808.7	kJ/mol

---

# 10
The following is a DFT calculation (wB97M-V/def2-TZVPD) of a structure of composition C3H6N2O.

Geometry as XYZ:
```
12
C3H6N2O | OMol25 | wB97M-V/def2-TZVPD
C 1.41 -0.18 -0.79
N -0.63 -0.34 1.28
C -0.07 -0.28 -0.73
C -0.84 0.93 1.11
N -0.86 -0.95 -1.39
O -0.65 1.37 -0.08
H -0.74 -0.74 2.21
H -1.82 -0.97 -1.08
H -1.14 1.63 1.90
H 1.85 -1.10 -0.40
H 1.77 0.66 -0.20
H 1.71 -0.04 -1.83
```

multiplicity	1
frontier orbital gap	0.399	hartree
LUMO	1.056	eV
ΔE to the lowest compared entry with this formula, charge and spin	267.5	kJ/mol

---

# 11
The following is a DFT calculation (wB97M-V/def2-TZVPD) of a cluster of 8 separate species, C42H44ClIO2P2 in total in a non-equilibrium geometry.

Geometry as XYZ:
```
92
C42H44ClIO2P2 | OMol25 | wB97M-V/def2-TZVPD
O 7.95 -1.60 0.47
P 6.62 -0.59 0.70
Cl 6.74 0.03 2.71
P 4.91 -1.92 0.42
O 3.63 -0.95 0.94
I 5.05 -3.81 1.97
H 7.77 -2.09 -0.33
H 3.32 -0.54 0.14
C 8.85 2.59 -0.58
C 9.27 1.39 -1.14
C 10.06 1.40 -2.28
C 10.44 2.61 -2.86
C 10.02 3.81 -2.29
C 9.23 3.80 -1.15
H 8.23 2.59 0.31
H 8.98 0.45 -0.69
H 10.37 0.47 -2.73
H 11.05 2.61 -3.75
H 10.32 4.75 -2.74
H 8.90 4.73 -0.71
C 5.07 4.51 6.71
C 6.40 4.11 6.63
C 6.76 3.06 5.80
C 5.80 2.41 5.04
C 4.47 2.80 5.12
C 4.10 3.85 5.95
H 4.78 5.32 7.35
H 7.15 4.63 7.21
H 7.80 2.75 5.74
H 6.08 1.59 4.39
H 3.72 2.29 4.53
H 3.07 4.15 6.02
C 0.96 -5.04 2.63
C 0.43 -6.25 3.07
C 0.25 -7.30 2.17
C 0.62 -7.14 0.84
C 1.15 -5.93 0.40
C 1.31 -4.88 1.30
H 1.09 -4.22 3.32
H 0.15 -6.37 4.11
H -0.16 -8.23 2.52
H 0.48 -7.96 0.15
H 1.43 -5.81 -0.63
H 1.72 -3.94 0.95
C -3.45 -2.77 5.84
C -3.07 -4.01 5.33
C -2.31 -4.08 4.17
C -1.92 -2.91 3.52
C -2.30 -1.68 4.03
C -3.07 -1.61 5.18
H -4.05 -2.72 6.74
H -3.37 -4.91 5.84
H -2.02 -5.04 3.77
H -1.33 -2.97 2.62
H -2.00 -0.77 3.52
H -3.37 -0.64 5.58
C -4.45 -2.63 -0.54
C -4.06 -2.12 0.69
C -4.26 -0.77 0.98
C -4.88 0.05 0.05
C -5.28 -0.46 -1.18
C -5.06 -1.80 -1.47
H -4.29 -3.68 -0.76
H -3.58 -2.76 1.42
H -3.95 -0.37 1.93
H -5.04 1.10 0.28
H -5.76 0.18 -1.90
H -5.37 -2.20 -2.43
C -9.01 3.57 -4.38
C -7.76 3.02 -4.63
C -7.42 1.79 -4.07
C -8.33 1.12 -3.27
C -9.58 1.67 -3.03
C -9.92 2.90 -3.58
H -9.27 4.53 -4.81
H -7.05 3.54 -5.26
H -6.44 1.37 -4.26
H -8.07 0.16 -2.84
H -10.29 1.14 -2.41
H -10.89 3.33 -3.38
C -3.40 3.11 -8.41
C -3.15 1.82 -7.94
C -3.42 1.51 -6.61
C -3.95 2.47 -5.76
C -4.20 3.75 -6.24
C -3.92 4.07 -7.56
H -3.18 3.35 -9.44
H -2.74 1.07 -8.60
H -3.22 0.51 -6.24
H -4.16 2.22 -4.73
H -4.61 4.50 -5.57
H -4.11 5.07 -7.93
```

multiplicity	1
frontier orbital gap	0.305	hartree
LUMO	-0.588	eV
structure (SMILES)	OP(Cl)#P(O)I.c1ccccc1.c1ccccc1.c1ccccc1.c1ccccc1.c1ccccc1.c1ccccc1.c1ccccc1

---

# 12
The following is a DFT calculation (wB97M-V/def2-TZVPD) of the molecule C7H7NO3 in a non-equilibrium geometry.

Geometry as XYZ:
```
18
C7H7NO3 | OMol25 | wB97M-V/def2-TZVPD
C 0.92 -1.78 -0.43
C -0.30 -1.09 -1.01
C 1.61 -1.05 0.47
C 1.09 0.27 1.00
C -0.04 0.43 -1.18
C 0.17 0.95 0.23
C -0.45 2.21 0.43
N -1.37 -0.99 0.10
O -1.28 -1.73 1.07
O -0.18 1.03 -2.20
O -2.29 -0.21 -0.09
H 1.30 -2.63 -0.88
H -0.75 -1.85 -1.80
H 2.45 -1.53 0.85
H 1.27 0.40 2.02
H -0.18 2.84 1.40
H -1.50 1.99 0.51
H -0.48 2.74 -0.48
```

multiplicity	1
frontier orbital gap	0.318	hartree
LUMO	-0.627	eV
ΔE to the lowest compared entry with this formula, charge and spin	571.4	kJ/mol
structure (SMILES)	CC1=CC=C[C@@H]([N+](=O)[O-])C1=O

---

- Number 5 is which compound?
  C5H9NO

---

What did the first record say?
The following is a DFT calculation (wB97M-V/def2-TZVPD) of a cluster of 3 separate species, C4H14NO3 in total in a non-equilibrium geometry.

Geometry as XYZ:
```
22
C4H14NO3 | OMol25 | wB97M-V/def2-TZVPD
C -0.79 -2.50 0.10
C 0.41 -1.46 0.28
C 0.11 -0.30 1.20
C 1.37 0.64 1.48
O 1.17 1.90 0.95
N 0.82 -1.17 -1.11
H -1.61 -2.13 0.75
H -0.47 -3.49 0.39
H -1.31 -2.44 -0.84
H 1.16 -2.17 0.65
H -0.48 -0.57 2.09
H -0.65 0.24 0.62
H 2.25 0.18 1.03
H 1.45 0.73 2.59
H 1.80 -1.42 -1.22
H 0.70 -0.20 -1.38
H -1.61 2.35 -1.14
H -2.66 2.77 -2.15
O -2.61 2.47 -1.25
H 0.36 1.96 -0.20
H 0.66 2.49 -1.65
O -0.07 2.12 -1.18
```

multiplicity	1
total charge	-1
frontier orbital gap	0.286	hartree
LUMO	4.023	eV
ΔE to the lowest compared entry with this formula, charge and spin	114.8	kJ/mol